{
  "formula": "C15H52N2O11",
  "method": "the ωB97M-V functional and the def2-TZVPD basis",
  "species": ["C", "O", "H", "H", "H", "H", "C", "O", "H", "H", "H", "H", "C", "O", "H", "H", "H", "H", "C", "O", "H", "H", "H", "H", "C", "O", "H", "H", "H", "H", "C", "O", "H", "H", "H", "H", "C", "O", "N", "N", "H", "H", "H", "H", "C", "C", "O", "H", "H", "H", "H", "H", "H", "C", "C", "O", "H", "H", "H", "H", "H", "H", "C", "C", "O", "H", "H", "H", "H", "H", "H", "C", "C", "O", "H", "H", "H", "H", "H", "H"],
  "coordinates": [[2.48376, 2.74714, -2.88604], [3.45193, 2.64983, -1.88312], [2.24684, 1.72142, -3.16864], [1.61942, 3.36456, -2.64145], [3.00775, 3.20814, -3.72330], [4.23319, 2.12882, -2.08252], [0.14015, -3.38368, -2.86042], [-0.94420, -3.80500, -3.71582], [-0.21679, -3.11240, -1.86690], [0.74238, -4.26883, -2.65569], [0.71826, -2.53328, -3.22196], [-1.44652, -3.01160, -3.91529], [-2.27066, 1.39668, -2.81212], [-1.21666, 2.11941, -2.20963], [-3.20044, 1.96554, -2.81129], [-2.03665, 1.13490, -3.84402], [-2.63711, 0.56662, -2.20812], [-1.14223, 2.97360, -2.64140], [0.14851, -4.12170, 2.11355], [0.47117, -2.80793, 2.32979], [-0.19858, -4.64898, 3.00215], [-0.70691, -4.21799, 1.44490], [0.97886, -4.70522, 1.71592], [0.69237, -2.35286, 1.51396], [-2.01516, 3.72565, 0.37103], [-1.21553, 4.75740, 0.87458], [-1.37849, 2.84964, 0.24710], [-2.89383, 3.51613, 0.98108], [-2.32444, 3.92180, -0.65560], [-1.74185, 5.55408, 0.97392], [-3.36418, -3.26064, -0.96049], [-2.77054, -2.85213, 0.27883], [-4.36192, -3.68746, -0.85833], [-3.47040, -2.40340, -1.62529], [-2.77099, -4.01672, -1.47485], [-2.70565, -3.68090, 0.75894], [0.23329, -0.49873, -0.13815], [0.94646, -1.34543, 0.33121], [0.62699, 0.74072, -0.41565], [-1.02836, -0.64300, -0.28944], [0.10079, 1.17755, -1.15887], [1.58122, 0.95618, -0.16438], [-1.67071, 0.12471, -0.42407], [-1.39329, -1.57115, -0.12990], [-6.12961, -0.48088, -0.53721], [-4.77404, 0.14130, -0.07857], [-5.09096, 1.22849, 0.77795], [-6.81588, -0.80924, 0.24338], [-5.94799, -1.28153, -1.25421], [-6.83125, 0.17506, -1.05251], [-4.17012, 0.46627, -0.92578], [-4.21115, -0.52066, 0.57951], [-5.91732, 1.06314, 1.23774], [3.31939, 2.48417, 1.87237], [4.68720, 1.72384, 1.80482], [5.58068, 2.55723, 2.43839], [3.39827, 3.46475, 1.40297], [3.00479, 2.62478, 2.90646], [2.52783, 1.98539, 1.31312], [4.93170, 1.57226, 0.75346], [4.62294, 0.72081, 2.22661], [6.45845, 2.17160, 2.38940], [0.18007, 0.92548, 3.25933], [-0.45162, 0.51798, 4.54897], [-1.17998, 1.54288, 5.13239], [0.93230, 0.25292, 2.84712], [0.59468, 1.91608, 3.44616], [-0.62959, 1.03217, 2.53740], [0.38219, 0.15606, 5.15052], [-1.04008, -0.36499, 4.29957], [-0.57900, 2.23053, 5.42828], [4.04085, -1.48414, -2.12835], [4.59593, -1.30438, -0.68606], [4.80467, -2.52033, -0.05022], [3.85868, -0.53066, -2.62412], [3.08832, -1.99768, -1.99773], [4.66900, -2.14174, -2.72926], [3.96152, -0.66873, -0.06834], [5.53139, -0.74667, -0.73064], [5.29651, -2.47301, 0.77285]],
  "forces_ev_per_a": [[1.542, -0.739, -1.456], [-0.078, 0.621, 2.452], [-0.847, 0.085, -0.325], [0.242, -0.230, 0.571], [-0.573, 0.152, -0.542], [-0.321, 0.018, -0.634], [-0.656, -0.717, 0.352], [0.799, 0.563, 0.593], [-0.387, 0.267, 0.202], [0.291, 0.171, -0.514], [0.110, -0.236, -0.385], [-0.163, -0.019, -0.198], [-1.215, 0.541, -0.368], [0.161, -0.592, 0.272], [0.036, 0.619, -0.325], [-0.011, -0.402, 0.127], [1.037, -0.425, -0.086], [0.024, 0.091, 0.022], [-0.333, -1.380, 0.701], [-0.779, -0.705, 1.981], [0.173, 0.636, 0.440], [-0.015, 0.237, -0.744], [0.256, 0.203, -0.584], [1.124, 1.372, -2.166], [-0.023, -0.310, -0.607], [0.397, 0.318, 0.272], [-0.045, -0.102, 0.525], [0.032, -0.161, 0.075], [-0.382, 0.285, -0.119], [-0.047, 0.019, 0.023], [-0.287, -0.112, -0.794], [-0.148, -0.513, -0.387], [-0.091, 0.127, 0.445], [0.200, 0.139, 0.199], [0.277, 0.087, -0.011], [-0.026, 0.114, 0.478], [-0.748, 4.319, -0.459], [2.796, -3.718, 1.942], [1.647, 0.074, 0.017], [-3.828, -1.971, -0.555], [0.336, 0.842, -0.125], [-0.023, 0.465, -0.542], [0.301, -0.090, 0.126], [-0.631, 0.032, 0.055], [0.402, -0.194, -0.746], [-2.444, -0.293, 1.196], [0.629, 1.185, -0.264], [0.732, -0.521, 0.577], [-0.111, -0.345, 0.201], [0.703, 0.776, -0.347], [-0.170, 0.240, 0.115], [0.194, -0.710, -0.599], [0.017, -0.148, -0.079], [0.636, -0.547, -0.216], [-2.275, 0.532, -0.880], [1.097, 0.361, 0.635], [0.317, -0.009, 0.085], [0.019, -0.096, -0.035], [0.000, -0.277, 0.190], [0.168, 0.094, -0.325], [-0.085, -0.115, 0.467], [0.168, 0.088, 0.091], [-0.474, 1.069, -0.764], [1.424, -1.462, -0.403], [-0.775, -0.042, 0.236], [0.081, -0.079, 0.273], [0.379, 0.029, -0.495], [0.117, 0.241, -0.361], [-0.138, -0.016, 0.770], [-0.716, 0.185, 0.676], [0.077, 0.047, 0.016], [-0.200, -0.599, 1.549], [0.620, 1.369, -0.692], [-0.409, -1.625, -0.175], [0.165, -0.008, 0.073], [-0.216, -0.005, -0.280], [0.157, 0.239, 0.049], [-0.591, 0.116, -0.145], [0.330, 0.076, -0.202], [0.048, 0.468, -0.134]],
  "s2": 0.76,
  "charge": 1,
  "spin_multiplicity": 2,
  "homo_lumo_gap_ev": [9.8279, 3.4321]
}